The following is a DFT calculation (ωB97M-V/def2-TZVPD) of the molecule C5H10O.

```
16
Properties=species:S:1:pos:R:3
C -1.28119 0.22851 -1.36968
C -0.36800 0.93470 -0.37610
C -0.35520 0.27407 1.01407
C 0.57284 -0.95808 1.01655
C 1.80079 -0.57644 0.23109
O 2.17165 -1.10352 -0.79070
H -1.09094 0.57506 -2.38937
H -1.11362 -0.85389 -1.35876
H -2.33480 0.40793 -1.14044
H -0.62255 1.99556 -0.29652
H 0.63959 0.90690 -0.80860
H -0.00712 0.98736 1.77232
H -1.36953 -0.02537 1.31177
H 0.86366 -1.22739 2.03997
H 0.11607 -1.83520 0.54942
H 2.32075 0.32547 0.62869
```

## Properties
HOMO energy: -0.3587 hartree
SMILES: CCCCC=O
ΔE to the lowest compared entry with this formula, charge and spin: 54.92 kJ/mol

Atom charges from the Mulliken analysis, given in e for atoms 1 to 6:
1. C -1.1723
2. C -0.3135
3. C -0.6828
4. C -0.4767
5. C -0.0772
6. O -0.4956


The following is a DFT calculation (ωB97M-V/def2-TZVPD) of a structure of composition C35H29BI2N9OPbS at a distorted geometry.

```
79
Properties=species:S:1:pos:R:3
Pb 0.76512 0.41795 -0.11251
C -1.12337 3.59867 -3.03937
C -0.34386 3.39062 -1.90124
N 0.06000 2.12841 -1.83888
N -0.41847 1.51239 -2.92671
C -1.13625 2.37306 -3.66754
B 0.03230 0.11412 -3.31225
N -0.57147 -0.90718 -2.28899
C -1.94584 -0.82239 -1.81342
C -2.15485 -2.18438 -1.24383
C -1.06666 -2.89916 -1.61165
N -0.16560 -2.12344 -2.26947
N 1.54100 0.02459 -3.21098
C 2.43133 -0.09082 -4.20488
C 3.69623 -0.05420 -3.66035
C 3.47962 0.08371 -2.29100
N 2.17946 0.13522 -2.04155
H -1.60727 4.49815 -3.35883
H -0.05364 4.11599 -1.16701
H -1.59826 2.07475 -4.58781
H -0.35521 -0.16334 -4.39716
H -2.54112 -0.76604 -2.75162
H -3.04658 -2.49890 -0.74336
H -0.84966 -3.93679 -1.45439
H 2.11458 -0.20717 -5.21995
H 4.63259 -0.11713 -4.17098
H 4.20044 0.13451 -1.49966
I -7.51039 3.39992 0.16644
C -5.74847 2.30874 -0.23647
C -5.78130 1.27675 -1.14681
C -4.63083 0.55720 -1.45248
I -5.03572 -0.92529 -2.95514
C -3.41210 0.86383 -0.83845
O -2.17959 0.29568 -1.02247
C -3.39589 1.92419 0.09868
C -2.11869 2.44904 0.71108
N -1.24554 1.49523 1.38483
C -1.85713 0.78714 2.49650
C -1.45949 -0.66504 2.59263
C -1.96280 -1.41803 3.65549
C -1.68268 -2.77004 3.71729
C -0.90718 -3.33286 2.71188
C -0.42089 -2.49997 1.72102
N -0.68026 -1.19853 1.66311
C -4.55280 2.63091 0.38100
H -6.70717 1.02102 -1.63980
H -1.54212 2.88286 -0.10743
H -2.39599 3.26501 1.39587
H -0.44584 2.01637 1.72614
H -1.63938 1.26204 3.46395
H -2.94590 0.81188 2.37229
H -2.55685 -0.93745 4.41946
H -2.05884 -3.37121 4.53030
H -0.68043 -4.38678 2.70029
H 0.20922 -2.88895 0.93740
H -4.51861 3.45403 1.07971
S 4.07074 -1.42994 2.89372
C 3.55827 -2.80095 1.96119
C 3.82686 -4.14451 2.16459
C 3.35034 -5.05411 1.24161
C 2.63128 -4.62893 0.12309
C 2.32103 -3.29764 -0.06141
C 2.76572 -2.36826 0.87871
N 2.54624 -1.02368 0.85546
C 3.18146 -0.39570 1.79872
C 3.16460 1.04317 1.92461
C 4.09327 1.69794 2.73873
C 4.10956 3.07668 2.79922
C 3.19381 3.80993 2.06490
C 2.25099 3.15651 1.27808
C 2.22698 1.77767 1.18566
H 4.39637 -4.46633 3.02002
H 3.53862 -6.10698 1.38711
H 2.32135 -5.36264 -0.60630
H 1.76362 -2.95645 -0.92076
H 4.80672 1.11868 3.30715
H 4.84097 3.58123 3.41118
H 3.21085 4.88979 2.09633
H 1.53947 3.74561 0.71748
```

## Properties
net charge: +1
HOMO energy (alpha / beta): -0.3602 / -0.3602 hartree
ΔE to the lowest compared entry with this formula, charge and spin: 190.59 kJ/mol

Atom charges from the Mulliken analysis, given in e for atoms 1 to 6:
1. Pb 1.6657
2. C -1.3379
3. C -0.5302
4. N 0.0145
5. N 0.3781
6. C -0.2746


The following is a DFT calculation (ωB97M-V/def2-TZVPD) of the molecule C19H22N4O3S at a distorted geometry.

```
49
Properties=species:S:1:pos:R:3
C -7.45248 -1.59270 0.77167
S -6.34893 -0.82903 -0.45569
C -5.23339 0.10190 0.54207
C -5.27747 0.20206 1.92057
C -4.33203 0.96388 2.59081
C -3.34777 1.62685 1.88688
C -3.29501 1.53695 0.50215
C -4.23237 0.77822 -0.17500
O -4.30175 0.60990 -1.53131
C -3.27585 1.13608 -2.33253
C -1.94891 0.51329 -2.03765
C -1.59808 -0.74678 -1.64686
C -0.18800 -0.67235 -1.51046
C 0.72564 -1.76831 -1.09318
O 0.33397 -2.90464 -0.90178
N 2.00481 -1.37114 -0.97921
C 3.03882 -2.22977 -0.46484
C 3.64577 -1.63040 0.81231
N 4.30969 -0.38814 0.52007
N 3.61358 0.61461 -0.03092
C 4.45977 1.61208 -0.21449
C 4.02327 2.89732 -0.81948
C 5.73929 1.24212 0.23476
C 5.60879 -0.05016 0.69775
C 6.61960 -0.96442 1.28977
N 0.23639 0.53358 -1.80277
O -0.84307 1.27429 -2.12660
H -8.15047 -2.19489 0.19896
H -7.99256 -0.82586 1.31885
H -6.88227 -2.22884 1.44188
H -6.03880 -0.31079 2.48506
H -4.37217 1.03174 3.66719
H -2.61020 2.21934 2.40587
H -2.51825 2.06477 -0.02790
H -3.57937 0.90341 -3.35928
H -3.19622 2.22736 -2.23008
H -2.22401 -1.59534 -1.47521
H 2.23678 -0.37853 -1.01376
H 2.58837 -3.20255 -0.25149
H 3.82471 -2.35304 -1.21913
H 4.36584 -2.32343 1.24773
H 2.84174 -1.44540 1.53271
H 2.97992 2.82170 -1.11266
H 4.13661 3.71124 -0.10435
H 4.62817 3.12897 -1.69474
H 6.62921 1.83751 0.22136
H 6.74065 -1.86128 0.68170
H 7.57705 -0.45413 1.34480
H 6.33100 -1.26719 2.29649
```

## Properties
HOMO energy: -0.2904 hartree
SMILES: CSc1ccccc1OCc1cc(C(=O)NCCn2nc(C)cc2C)no1
ΔE to the lowest compared entry with this formula, charge and spin: 280.65 kJ/mol

Atom charges from the Mulliken analysis, given in e for atoms 1 to 6:
1. C -0.9653
2. S 0.0617
3. C 0.7712
4. C -0.1890
5. C -0.7867
6. C -0.8256


The following is a DFT calculation (ωB97M-V/def2-TZVPD) of a structure of composition C39H54N3O2S3TeW at a distorted geometry.

```
103
Properties=species:S:1:pos:R:3
W -1.22526 -0.24036 1.21987
C -0.71819 2.78518 4.40533
C -1.67511 3.10815 3.25994
S -2.51531 1.75817 2.39167
C -3.45889 0.91654 3.68383
C -2.67937 0.03203 4.64742
S -1.60102 -1.16846 3.81679
C -0.07530 -1.08921 4.79047
C 0.44102 0.28724 5.21623
S 0.52494 1.56058 3.92744
H -1.26164 2.47539 5.29576
H -0.21657 3.71856 4.66551
H -1.15067 3.65688 2.47516
H -2.47280 3.76768 3.60726
H -4.20213 0.33988 3.13809
H -4.00294 1.68133 4.24163
H -3.39759 -0.50746 5.26566
H -2.07578 0.63473 5.31735
H 0.65621 -1.60668 4.17014
H -0.22249 -1.69440 5.68613
H 1.45819 0.14297 5.58215
H -0.11992 0.67825 6.06463
C -5.31289 -1.32938 1.46079
C -4.05168 -1.78591 0.74466
C -3.61991 -3.16190 1.23810
C -4.24426 -1.74353 -0.76871
O -3.00867 -0.83448 1.06215
H -6.16148 -1.93255 1.13627
H -5.53569 -0.28876 1.22351
H -5.21876 -1.46079 2.54041
H -4.38588 -3.89833 0.98883
H -3.48668 -3.16333 2.31943
H -2.68840 -3.47799 0.77320
H -4.84687 -2.59190 -1.09585
H -3.28112 -1.78768 -1.27691
H -4.75516 -0.82959 -1.07112
C 2.96539 7.13542 -3.02501
C 2.45901 5.91893 -2.31256
C 3.13134 4.70548 -2.38636
C 2.67682 3.57149 -1.72769
C 3.45072 2.30060 -1.88101
C 1.49042 3.66518 -0.98380
Te 0.66511 1.96665 -0.01147
N 0.64860 -0.32209 1.33335
C 1.56796 -1.34596 1.51548
O 1.19759 -2.41064 1.98827
C 2.96715 -1.11648 1.06865
C 3.60408 0.10254 1.27319
C 4.92549 0.26867 0.88574
C 5.60043 -0.77292 0.26652
C 4.96844 -1.99414 0.06667
C 3.66216 -2.17548 0.48744
C 0.47689 0.76557 -1.73531
C 1.37310 -0.26955 -1.96873
C 1.18713 -1.10282 -3.05847
C 0.10139 -0.89901 -3.89909
C -0.78093 0.14178 -3.66000
C -0.61197 1.00513 -2.57698
C -1.56788 2.14152 -2.36380
C 0.80310 4.88703 -0.85582
C -0.45554 5.10479 -0.05972
C 1.29954 5.98458 -1.54603
H 3.83414 6.90857 -3.63906
H 3.24653 7.90980 -2.30963
H 2.18922 7.55256 -3.66752
H 4.04276 4.64116 -2.96887
H 4.51336 2.51623 -1.98680
H 3.13382 1.75857 -2.77485
H 3.34322 1.62689 -1.02904
H 3.07822 0.90783 1.77571
H 5.43106 1.20677 1.07261
H 6.62805 -0.64127 -0.04468
H 5.50410 -2.81056 -0.39903
H 3.17246 -3.13457 0.37878
H 2.21689 -0.42986 -1.31026
H 1.89599 -1.89712 -3.25553
H -0.04939 -1.53984 -4.75896
H -1.61616 0.30348 -4.33045
H -2.38615 2.09750 -3.07978
H -1.06599 3.10429 -2.48919
H -2.01012 2.12590 -1.36112
H -0.89868 4.19485 0.34488
H -1.21687 5.56681 -0.68918
H -0.26428 5.78706 0.77040
H 0.76280 6.92473 -1.48029
N -0.88099 -1.74274 -0.23354
C -0.68164 -2.72687 -0.80905
N -0.45417 -3.81058 -1.46743
C -1.25857 -4.14407 -2.66230
C -0.34988 -4.76118 -3.71336
C 0.43534 -5.93396 -3.13406
C 1.25712 -5.49691 -1.92549
C 0.36628 -4.88283 -0.85917
H -1.72499 -3.22281 -3.01135
H -2.04483 -4.84197 -2.35875
H 0.34099 -3.99236 -4.07246
H -0.95244 -5.07547 -4.56601
H 1.08722 -6.36057 -3.89597
H -0.25728 -6.72832 -2.83823
H 2.00674 -4.75929 -2.22772
H 1.79390 -6.34234 -1.49424
H 0.92999 -4.43731 -0.03968
H -0.31525 -5.62731 -0.43602
```

## Properties
net charge: +2
HOMO energy (alpha / beta): -0.4543 / -0.5004 hartree
multiplicity: 4
ΔE to the lowest compared entry with this formula, charge and spin: 133.45 kJ/mol

Atom charges from the Mulliken analysis, given in e for atoms 1 to 6:
1. W -0.8810
2. C -1.1144
3. C -0.2129
4. S 0.1875
5. C -0.8060
6. C -0.7919


The following is a DFT calculation (ωB97M-V/def2-TZVPD) of the ion C3H11N2 with charge +1 at a distorted geometry.

```
16
Properties=species:S:1:pos:R:3
C -1.79846 0.96859 -0.20093
N -0.99318 -0.38722 0.13903
C 0.16370 -0.24380 1.08486
C 1.42392 0.12938 0.17421
N 1.22493 -0.53022 -1.04289
H -0.85948 1.69304 -0.39120
H -2.38322 0.69842 -1.12846
H -2.45696 1.44690 0.56273
H -1.59989 -0.90855 0.71912
H -0.09089 0.49824 1.95465
H 0.29938 -1.25636 1.48947
H 1.40244 1.20255 -0.03000
H 2.22990 -0.22296 0.75296
H 0.44743 0.07341 -1.27891
H 0.65957 -1.52299 -0.91725
H 1.99453 -0.40466 -1.75492
```

## Properties
net charge: +1
HOMO energy: -0.5277 hartree
SMILES: CNCC[NH3+]
ΔE to the lowest compared entry with this formula, charge and spin: 249.71 kJ/mol

Atom charges from the Mulliken analysis, given in e for atoms 1 to 6:
1. C -0.7312
2. N -0.5108
3. C -0.4415
4. C -0.7817
5. N -0.2580
6. H 0.2719


The following is a DFT calculation (ωB97M-V/def2-TZVPD) of the molecule C11H11F4NO3 at a distorted geometry.

```
30
Properties=species:S:1:pos:R:3
O 1.01891 -1.65834 1.39964
C 1.10390 -0.43186 1.51087
C 2.30782 0.25435 1.96333
F 3.39190 -0.50875 2.21361
C 2.35491 1.58993 2.23155
F 3.50673 2.18978 2.60955
C 1.18355 2.44848 2.08196
O 1.25374 3.68091 2.25080
C -0.06000 1.76464 1.77484
F -1.19070 2.45390 2.12563
C -0.11783 0.42216 1.43873
F -1.27081 -0.26937 1.76504
N -0.33733 0.07160 -0.34118
C -1.46990 0.89198 -0.81300
C -2.56381 -0.07105 -1.17152
C -1.82436 -1.35982 -1.59151
C -0.50492 -1.32381 -0.85256
C 0.67374 -1.65549 -1.80188
O 1.80549 -0.91604 -1.34700
H 0.57302 0.42124 -0.68115
H -1.13722 1.34383 -1.79115
H -1.72894 1.73699 -0.14094
H -3.14622 0.28790 -2.03971
H -3.22245 -0.25747 -0.32503
H -1.63138 -1.34809 -2.67882
H -2.35512 -2.28802 -1.33198
H -0.44370 -2.09133 -0.03605
H 0.43523 -1.42600 -2.85886
H 0.80529 -2.75675 -1.71704
H 2.59048 -1.19552 -1.84617
```

## Properties
HOMO energy: -0.3007 hartree
SMILES: O=C1C(F)=C(F)C([O-])=C(F)[C@@]1(F)[N@@H+]1CCC[C@H]1CO
ΔE to the lowest compared entry with this formula, charge and spin: 0.00 kJ/mol

Atom charges from the Mulliken analysis, given in e for atoms 1 to 6:
1. O -0.6335
2. C 0.4049
3. C -0.1254
4. F -0.2802
5. C 0.5263
6. F -0.2704


The following is a DFT calculation (ωB97M-V/def2-TZVPD) of a cluster of 2 separate species, C3H10N2O3 in total.

```
18
Properties=species:S:1:pos:R:3
C 1.78100 1.40145 -1.90803
C 0.91445 0.64403 -0.90456
O -0.44001 0.59510 -1.31765
O 0.93310 1.34479 0.29091
O 1.40528 -0.63880 -0.77033
H 2.77654 1.50317 -1.48950
H 1.35204 2.38340 -2.07748
H 1.83518 0.84262 -2.83764
H -0.48767 0.11850 -2.15222
H 0.38030 0.87144 0.92787
H 0.79706 -1.14817 -0.18164
H -0.29139 -2.37866 1.65844
N -0.49484 -1.66364 0.97281
C -1.45526 -0.89583 1.26851
N -2.20684 -0.90628 2.39348
H -1.71504 -0.12276 0.55102
H -3.01317 -0.31143 2.48893
H -2.07072 -1.63892 3.08707
```

## Properties
HOMO energy: -0.3649 hartree
SMILES: CC(O)(O)O.[H]/N=C\N
ΔE to the lowest compared entry with this formula, charge and spin: 44.86 kJ/mol

Atom charges from the Mulliken analysis, given in e for atoms 1 to 6:
1. C -1.3936
2. C 0.7765
3. O -0.5049
4. O -0.5453
5. O -0.5267
6. H 0.3460


The following is a DFT calculation (ωB97M-V/def2-TZVPD) of a cluster of 2 separate species, C2H3Cl2NS in total at a distorted geometry.

```
9
Properties=species:S:1:pos:R:3
C -1.40824 -0.68178 0.31657
C 1.54510 0.21154 -0.00381
N 0.43340 0.96346 0.21188
S -2.64304 -0.05326 -0.58263
Cl -0.85505 -2.22804 0.04040
Cl -2.72659 1.78750 0.23932
H 2.05283 -0.05913 0.93974
H 2.26589 0.78511 -0.61297
H 1.33569 -0.72540 -0.54851
```

## Properties
HOMO energy (alpha / beta): -0.3243 / -0.3006 hartree
ΔE to the lowest compared entry with this formula, charge and spin: 603.24 kJ/mol

Atom charges from the Mulliken analysis, given in e for atoms 1 to 6:
1. C 0.0686
2. C -0.5118
3. N -0.2245
4. S 0.1043
5. Cl -0.0875
6. Cl -0.0938